A structure of composition C20H28ClGaN3O4. Source: the Open Molecules 2025 dataset; level of theory: ωB97M-V/def2-TZVPD.

Computed properties:
Charge: -1
Frontier orbital gap (spin up / spin down), eV: 3.51 / 3.60
Energy above the lowest of the compared OMol25 structures with the same formula, charge and spin, eV: 7.629
LUMO level (spin up / spin down), eV: 2.74 / 2.76
E_HOMO (spin up / spin down), eV: -0.77 / -0.83

The geometry in XYZ format:
```
57
Properties=species:S:1:pos:R:3:forces:R:3:nbo_charge:R:1
Ga 0.016957 -0.023536 0.371170 1.538 -0.057 -0.575 0.7008
Cl -1.801940 0.233672 2.132414 -7.419 0.044 -1.743 -0.2755
N 0.097594 2.006814 0.341790 -2.582 4.141 -0.727 -0.6343
N -0.021241 -2.041665 0.609007 -2.467 -4.021 -0.628 -0.6297
C -0.838393 2.821828 -0.144960 3.004 -2.347 1.734 0.6417
C -0.809349 -2.904956 -0.037073 2.497 2.585 2.204 0.6128
C 1.106569 2.848903 1.047044 -0.382 -0.138 -0.486 0.0525
C 0.350497 4.164389 1.189566 -0.364 0.178 0.064 -0.0744
C 2.320830 2.989735 0.143507 0.276 0.102 -0.311 -0.6079
C 1.465854 2.222599 2.362470 0.579 0.528 0.315 -0.6021
H 2.028408 3.029497 -0.909015 0.027 0.055 0.048 0.2084
H 2.991420 2.138358 0.270188 -0.060 0.012 -0.053 0.2290
H 2.858820 3.910932 0.388032 0.109 -0.094 0.039 0.1936
H 0.651050 2.317770 3.086462 0.349 -0.063 -0.245 0.2455
H 2.360266 2.693593 2.780860 0.037 0.225 -0.009 0.1904
H 1.689377 1.158468 2.238992 0.129 0.649 0.026 0.2579
C 0.815199 -2.826533 1.560665 -0.422 0.457 -0.116 0.0707
C 0.618216 -4.244984 1.052950 -0.117 -0.442 -0.461 -0.0762
C 0.245820 -2.644550 2.957784 -0.164 -0.428 0.186 -0.6355
C 2.258408 -2.375762 1.496728 0.367 -0.015 0.005 -0.6080
H 2.632148 -2.383419 0.470991 -0.026 -0.062 0.012 0.2136
H 2.874963 -3.039344 2.112457 0.010 0.037 -0.007 0.1988
H 2.367131 -1.360707 1.879502 -0.092 -0.032 0.068 0.2462
H -0.806505 -2.939751 2.998010 0.029 -0.090 -0.078 0.2072
H 0.302879 -1.611561 3.272491 0.179 -0.027 0.131 0.2846
H 0.810232 -3.258032 3.665482 0.015 -0.065 0.013 0.1895
O -0.585513 -4.184968 0.227749 0.313 -1.084 -0.043 -0.4941
H 0.451273 -4.981823 1.840317 -0.053 0.090 -0.066 0.1952
H 1.437781 -4.581891 0.404456 -0.128 0.081 0.060 0.1762
O -0.702108 4.097984 0.178243 -0.034 1.005 -0.005 -0.4941
H 0.954009 5.049361 0.993182 -0.058 -0.006 -0.085 0.1855
H -0.143446 4.261628 2.166416 0.085 -0.093 -0.237 0.1978
C -1.983863 2.401319 -0.970575 -0.536 0.286 -0.139 -0.5032
C -1.906024 -2.557551 -0.957564 -0.585 -0.318 -0.124 -0.4932
C -1.649951 -1.299339 -1.727830 -0.456 0.185 -0.548 -0.0211
H -2.809396 -2.450583 -0.345021 0.015 0.033 -0.052 0.2520
H -2.064365 -3.417815 -1.608739 -0.048 0.018 -0.050 0.2320
C -2.014001 -0.079870 -1.138313 0.283 -0.054 -0.246 -0.2665
C -1.698329 1.147166 -1.738005 -0.440 -0.162 -0.447 -0.0311
H -2.644317 -0.087193 -0.250399 0.146 0.013 0.073 0.2490
C -1.024787 1.154789 -2.952881 -0.198 -0.007 0.338 0.0085
C -0.698981 -0.065066 -3.537289 0.503 0.084 -0.027 -0.2203
C -0.575601 2.435291 -3.586605 0.151 0.166 -0.177 -0.6310
C -0.972914 -1.290461 -2.941041 -0.225 -0.103 0.433 -0.0028
H -0.149873 -0.058434 -4.474022 -0.064 0.003 -0.034 0.1940
C -0.457043 -2.555574 -3.555515 0.151 -0.139 -0.166 -0.6292
H -0.036940 -2.364192 -4.545354 -0.033 0.004 0.061 0.2099
H -1.232156 -3.316347 -3.665303 -0.020 0.000 0.019 0.2067
H 0.341806 -2.983378 -2.941377 -0.029 -0.002 0.014 0.2212
H -1.380255 3.168987 -3.661581 -0.020 -0.001 0.011 0.2073
H -0.191541 2.258834 -4.593917 -0.030 -0.009 0.068 0.2102
H 0.232787 2.895146 -3.007786 -0.047 -0.021 0.022 0.2204
H -2.242181 3.242076 -1.616651 -0.049 -0.010 -0.049 0.2324
H -2.827064 2.251645 -0.287372 0.025 -0.030 -0.010 0.2654
O -0.304624 0.472028 4.711440 -4.060 0.575 2.862 -0.5601
N 0.398806 0.338572 3.753988 6.776 -1.069 0.765 0.0126
O -0.106393 0.217896 2.489811 3.613 -0.567 -1.631 -0.7290
```
Positions in Å, forces in eV/Å.

---

A structure of composition C20H28ClIMnN2O2. Source: the Open Molecules 2025 dataset; level of theory: ωB97M-V/def2-TZVPD.

Computed properties:
2S+1: 5
Charge: -1
Frontier orbital gap (spin up / spin down), eV: 6.33 / 7.05
<S²>: 6.181
LUMO level (spin up / spin down), eV: 2.88 / 2.88
E_HOMO (spin up / spin down), eV: -3.44 / -4.16

The geometry in XYZ format:
```
55
Properties=species:S:1:pos:R:3:forces:R:3:nbo_charge:R:1
Mn 0.000000 0.000000 0.000000 0.696 -0.944 -0.246 0.9286
Cl -1.823040 -1.468870 -0.746540 -0.422 -0.122 -0.093 -0.7129
N -0.439450 -0.670348 1.900800 -0.559 -0.296 1.687 -0.5848
N 0.026485 0.688165 -1.943137 -0.161 0.851 -1.587 -0.5844
C 0.091409 -1.707750 2.424040 -0.710 1.031 -0.363 0.6378
C 0.705922 0.143982 -2.877912 -0.817 0.657 0.767 0.6358
C -1.570707 -0.237938 2.802373 0.483 -0.677 0.012 0.0894
C -1.825312 -1.554852 3.533990 0.269 -0.140 0.025 -0.0792
C -2.800476 0.251304 2.074936 -0.087 -0.025 -0.033 -0.6414
C -1.030335 0.808409 3.770420 -0.084 -0.073 0.176 -0.6360
H -3.137548 -0.471402 1.340048 -0.001 -0.116 -0.107 0.2505
H -2.592752 1.188282 1.569346 0.020 0.121 -0.067 0.2424
H -3.595724 0.426928 2.799451 -0.093 0.030 0.134 0.1948
H -0.193902 0.413187 4.345788 0.098 -0.100 0.049 0.1981
H -1.816144 1.100825 4.466713 -0.130 0.015 0.098 0.1931
H -0.694622 1.685639 3.230511 -0.010 -0.005 0.087 0.2621
C -0.903196 1.691306 -2.583038 0.498 -0.574 -0.335 0.0897
C -0.922664 1.143147 -4.009367 0.274 -0.123 -0.046 -0.0792
C -0.224658 3.055523 -2.549082 -0.036 0.063 -0.201 -0.6359
C -2.289174 1.733782 -1.983079 -0.089 -0.031 -0.006 -0.6430
H -2.727276 0.742624 -1.937590 -0.017 -0.158 0.012 0.2503
H -2.920976 2.378021 -2.594669 -0.063 0.115 -0.106 0.1948
H -2.257808 2.146704 -0.980638 -0.003 0.048 0.121 0.2432
H 0.737574 3.025493 -3.059139 0.111 -0.057 -0.081 0.1980
H -0.064597 3.374240 -1.526230 0.014 0.048 -0.064 0.2620
H -0.855408 3.788201 -3.052324 -0.105 0.085 -0.090 0.1933
O 0.344327 0.436582 -4.137911 -0.256 0.175 -0.414 -0.4976
H -0.958603 1.914866 -4.770923 0.025 0.072 -0.118 0.1858
H -1.718688 0.415049 -4.162641 -0.071 -0.062 0.035 0.1896
O -0.544258 -2.247531 3.476455 -0.350 -0.103 0.366 -0.4971
H -2.556809 -2.179724 3.022437 -0.055 -0.022 -0.084 0.1898
H -2.093965 -1.427865 4.577342 -0.006 -0.019 0.137 0.1859
C 1.364288 -2.317117 2.010953 0.178 -0.057 0.098 -0.4887
C 1.884886 -0.716847 -2.700148 0.199 0.002 -0.065 -0.5018
C 1.730891 -1.852565 -1.725033 0.102 -0.898 0.220 0.0074
H 2.693435 -0.070677 -2.341878 0.004 0.061 0.053 0.2411
H 2.184845 -1.072339 -3.677279 0.001 -0.044 -0.154 0.2277
C 1.241604 -1.651636 -0.430946 0.274 0.821 0.307 -0.2366
C 1.484563 -2.625195 0.542769 0.197 -0.576 -0.686 -0.0835
H 1.489007 0.356702 0.299260 0.580 -0.098 0.042 -0.1295
C 1.975064 -3.885743 0.175119 -0.096 0.277 0.070 -0.0059
C 2.288863 -4.113495 -1.154378 0.025 -0.093 -0.028 -0.2437
C 2.187305 -4.992547 1.167659 0.043 -0.166 0.092 -0.6293
C 2.223426 -3.109267 -2.105707 -0.108 0.283 0.100 -0.0394
H 2.644058 -5.093055 -1.449106 0.037 -0.110 -0.035 0.1827
C 2.695459 -3.403546 -3.500479 0.069 -0.082 -0.164 -0.6275
H 2.932774 -4.459373 -3.603518 0.026 -0.131 0.009 0.2061
H 3.596760 -2.845765 -3.758745 0.071 0.070 -0.018 0.2033
H 1.941369 -3.166550 -4.250783 -0.069 0.042 -0.045 0.2105
H 2.986802 -4.766851 1.874918 0.059 0.043 0.068 0.2033
H 2.464893 -5.910016 0.655012 0.035 -0.104 -0.081 0.2060
H 1.290568 -5.205283 1.749188 -0.082 0.014 0.047 0.2106
H 1.524741 -3.199963 2.616017 -0.021 -0.128 0.092 0.2276
H 2.153700 -1.606149 2.274985 0.011 0.084 -0.010 0.2432
I -0.123819 2.556316 0.896290 0.105 1.126 0.424 -0.6075
```
Positions in Å, forces in eV/Å.